[1]
ORCA calculation (ωB97M-V/def2-TZVPD) on a cluster of 2 separate species, C5H12N2O2 in total.

- Energy relative to the best compared isomer or geometry (same formula, charge and spin): 17.2 kJ/mol
- SMILES string: CCC(N)=O.CC(N)=O
- Gap between HOMO and LUMO: 0.3651 Ha

Geometry (Å):
O  0.195  1.896  -0.209
O  0.411  -2.059  1.160
N  1.768  -0.392  0.495
N  -0.747  3.169  1.391
C  -1.840  1.111  0.798
C  0.216  -1.412  -1.142
C  -0.703  2.065  0.592
C  0.979  -2.522  -1.859
C  0.769  -1.292  0.278
H  1.770  -2.849  -1.187
H  1.813  0.460  -0.031
H  1.463  -2.228  -2.791
H  0.321  -0.404  -1.550
H  -1.960  0.384  0.010
H  2.134  -0.514  1.427
H  -2.814  1.601  0.876
H  0.394  -3.404  -2.115
H  -0.856  -1.496  -1.004
H  -0.065  3.867  1.161
H  -1.547  3.408  1.944
H  -1.702  0.611  1.756

[2]
ORCA calculation (ωB97M-V/def2-TZVPD) on an isolated molecule of C5H12N2O2.

- Energy relative to the best compared isomer or geometry (same formula, charge and spin): 500.8 kJ/mol
- SMILES string: CC(=O)[C@H](N)[C@H](C)NO
- Gap between HOMO and LUMO: 0.3210 Ha

Geometry (Å):
O  2.203  0.042  -0.794
O  0.884  0.613  2.393
N  -1.767  -0.762  0.340
N  1.270  1.017  -0.311
C  0.887  -1.524  1.348
C  -0.649  0.582  -1.981
C  -0.335  1.110  -0.594
C  -0.913  0.396  0.597
C  0.565  -0.045  1.400
H  0.224  -2.164  0.766
H  1.883  -1.681  0.933
H  -1.392  1.098  1.285
H  -0.588  -0.508  -2.025
H  0.044  0.996  -2.720
H  -0.514  2.186  -0.546
H  1.881  -0.260  -1.658
H  0.902  -1.924  2.364
H  -1.665  0.873  -2.268
H  -2.629  -0.473  -0.117
H  -2.004  -1.214  1.220
H  1.710  1.641  0.367

[3]
ORCA calculation (ωB97M-V/def2-TZVPD) on a cluster of 2 separate species, C5H12N2O2 in total.

- Energy relative to the best compared isomer or geometry (same formula, charge and spin): 378.1 kJ/mol
- Gap between HOMO and LUMO: 0.2762 Ha

Geometry (Å):
O  -0.790  0.820  1.882
O  0.964  -1.542  -1.217
N  1.023  -0.392  1.044
N  -1.298  1.686  -0.750
C  -0.447  -0.223  1.343
C  -0.996  0.318  -0.986
C  1.736  0.739  -1.243
C  0.909  -0.416  -0.738
C  -1.130  -1.557  1.464
H  1.779  0.692  -2.331
H  1.451  -1.278  1.312
H  -1.423  1.902  0.238
H  -0.821  -2.242  0.674
H  1.383  1.715  -0.912
H  -1.814  -0.350  -0.721
H  2.754  0.619  -0.859
H  -2.208  -1.406  1.422
H  1.537  0.411  1.402
H  -0.934  2.364  -1.406
H  -0.811  0.146  -2.044
H  -0.861  -2.005  2.427

[4]
ORCA calculation (ωB97M-V/def2-TZVPD) on a structure of composition C5H12N2O3.

- Energy relative to the best compared isomer or geometry (same formula, charge and spin): 363.3 kJ/mol
- Gap between HOMO and LUMO: 0.3799 Ha

Geometry (Å):
O  -3.153  1.071  -2.695
O  -0.401  1.649  -0.287
O  -0.835  1.232  -3.779
N  0.585  -0.307  0.254
N  -0.356  -0.110  -1.817
C  2.064  -0.655  2.151
C  -0.127  0.494  -0.579
C  0.794  0.028  1.659
C  -2.151  0.454  -2.970
C  -0.434  -0.339  2.490
H  -0.436  1.697  -3.005
H  0.942  1.115  1.706
H  -0.599  -1.426  2.467
H  0.722  -1.278  0.000
H  -2.226  -0.607  -3.284
H  1.967  -1.750  2.082
H  2.241  -0.387  3.201
H  -0.186  -1.100  -1.949
H  -0.290  -0.024  3.533
H  2.933  -0.346  1.556
H  -1.329  0.165  2.101
H  0.274  0.425  -2.837